No. 1
One molecule with the formula C11H24NO4P. Source: the OMol25 dataset; level of theory: ωB97M-V/def2-TZVPD.

Computed properties:
E_HOMO: -8.24 eV
E: -1130.66496 Eh
SMILES: CCOP(=O)(OCC)[C@@H](CC)N1CCOCC1
E_LUMO: 0.8 eV

```
! wB97M-V def2-TZVPD RIJCOSX def2/J DEFGRID3
* xyz 0 1
C 2.037 2.595 -0.936
C 0.894 2.456 0.057
H -0.057 2.340 -0.469
H 0.840 3.341 0.700
O 1.068 1.372 0.959
P 0.980 -0.189 0.618
O 1.089 -0.957 1.856
O 2.181 -0.495 -0.435
C 3.372 -1.072 0.079
C 4.303 -0.017 0.651
H 5.201 -0.489 1.040
H 3.792 0.504 1.458
H 4.581 0.701 -0.117
H 3.836 -1.599 -0.761
H 3.111 -1.790 0.864
C -0.524 -0.460 -0.437
N -1.485 0.539 -0.036
C -1.941 0.522 1.343
C -3.256 -0.242 1.542
O -4.262 0.229 0.667
C -3.862 0.088 -0.676
C -2.566 0.865 -0.950
H -2.239 0.695 -1.978
H -2.786 1.933 -0.821
H -4.678 0.491 -1.280
H -3.734 -0.978 -0.917
H -3.636 -0.080 2.552
H -3.109 -1.320 1.384
H -1.158 0.100 1.971
H -2.106 1.566 1.640
C -0.938 -1.931 -0.339
C 0.129 -2.854 -0.910
H 1.028 -2.804 -0.302
H 0.381 -2.572 -1.930
H -0.226 -3.882 -0.912
H -1.876 -2.080 -0.881
H -1.093 -2.180 0.712
H -0.236 -0.238 -1.472
H 2.979 2.721 -0.409
H 1.866 3.465 -1.566
H 2.101 1.708 -1.561
*
```

---

No. 2
C11H25BInNO8P as an isolated structure. Source: the OMol25 dataset; level of theory: ωB97M-V/def2-TZVPD.

Computed properties:
E_HOMO: -3.62 eV
E: -1647.27937 Eh
E_LUMO: 2.5 eV

```
! wB97M-V def2-TZVPD RIJCOSX def2/J DEFGRID3
* xyz -1 1
C 4.432 0.876 0.648
C 4.791 -0.612 0.712
O 5.076 -1.224 -0.535
C 4.084 -1.042 -1.550
C 2.669 -1.480 -1.156
In 1.115 0.115 -0.999
C 1.810 2.082 -1.746
C 1.709 3.201 -0.693
C 0.270 3.471 -0.300
O -0.559 3.821 -1.101
O -0.075 3.378 1.003
B -0.846 -0.536 -2.065
O -1.821 0.367 -2.461
O -1.110 -1.852 -2.454
P 0.590 0.377 1.521
N -1.053 -0.173 1.589
O 1.483 -0.834 2.300
H 4.980 1.422 1.420
H 3.371 1.044 0.838
H 4.705 1.315 -0.312
H 4.000 -1.155 1.240
H 5.706 -0.738 1.295
H 4.110 0.000 -1.898
H 4.455 -1.642 -2.388
H 2.702 -2.045 -0.220
H 2.290 -2.168 -1.919
H 1.267 2.404 -2.638
H 2.860 1.980 -2.041
H 2.048 4.164 -1.102
H 2.342 2.983 0.170
H 0.471 2.702 1.469
H -1.934 1.031 -1.774
H -0.828 -2.438 -1.749
H -1.566 0.314 2.315
H -1.198 -1.162 1.763
H 1.024 -1.678 2.256
O -3.346 -1.739 2.602
C -4.241 -1.661 1.813
O -4.955 -2.744 1.412
C -5.867 -2.374 0.364
C -6.076 -0.870 0.521
C -4.724 -0.431 1.074
H -5.407 -2.625 -0.594
H -6.775 -2.960 0.487
H -6.359 -0.385 -0.410
H -6.859 -0.680 1.257
H -3.997 -0.217 0.287
H -4.766 0.419 1.750
*
```

---

No. 3
A 2-piece molecular cluster, C11H25BN2O8 overall. Source: the OMol25 dataset; level of theory: ωB97M-V/def2-TZVPD.

Computed properties:
E_HOMO: -9.53 eV
E: -1170.42789 Eh
SMILES: CC(=O)NCCCCNC(=O)OOB(O)O.COCCOC
E_LUMO: 0.2 eV

```
! wB97M-V def2-TZVPD RIJCOSX def2/J DEFGRID3
* xyz 0 1
C 3.467 -3.514 1.741
C 3.659 -2.064 2.103
O 4.379 -1.756 3.042
N 3.021 -1.046 1.353
C 2.112 -1.483 0.281
C 1.113 -0.390 -0.046
C 0.215 0.012 1.114
C -0.837 -0.998 1.551
N -0.336 -2.210 2.237
C -1.038 -3.384 2.048
O -1.445 -4.114 2.939
O -1.320 -3.714 0.721
O -0.078 -4.036 0.068
B -0.263 -3.961 -1.318
O -1.045 -3.018 -1.912
O 0.441 -4.846 -2.082
H 2.578 -3.878 2.249
H 3.317 -3.660 0.681
H 4.296 -4.086 2.118
H 3.772 -0.527 0.921
H 1.571 -2.367 0.548
H 2.674 -1.680 -0.634
H 0.498 -0.712 -0.881
H 1.657 0.491 -0.374
H -0.360 0.872 0.777
H 0.788 0.369 1.960
H -1.467 -0.473 2.264
H -1.481 -1.261 0.724
H -0.232 -2.069 3.227
H -1.931 -2.984 -1.549
H 1.359 -4.907 -1.823
C -2.272 2.352 -1.954
O -1.720 2.929 -0.784
C -0.564 3.714 -1.040
C -0.879 5.192 -1.058
O -1.727 5.539 -2.139
C -3.085 5.695 -1.764
H -3.263 1.979 -1.701
H -2.365 3.083 -2.760
H -1.656 1.512 -2.295
H -0.098 3.414 -1.983
H 0.147 3.516 -0.231
H 0.055 5.747 -1.187
H -1.323 5.497 -0.106
H -3.229 6.639 -1.229
H -3.429 4.869 -1.137
H -3.678 5.715 -2.677
*
```

---

> Which of these has the lowest E?

C11H25BInNO8P